Record 1
ORCA calculation (ωB97M-V with the def2-TZVPD basis set) on C4H7NO3S in the gas phase.

```
16
Properties=species:S:1:pos:R:3:nbo_charge:R:1
C 0.833 2.304 0.139 0.643
C -1.223 -0.915 0.212 -0.275
C -0.546 -0.968 -1.085 -0.586
C 0.850 -0.747 1.296 -0.124
N -0.402 -0.939 1.436 -0.502
O 0.279 3.092 0.845 -0.560
O 0.184 1.458 -0.589 -0.705
O 1.311 0.001 -2.601 -0.925
S 1.074 0.008 -1.123 1.455
H 1.842 2.317 -0.079 0.099
H -1.557 0.142 0.199 0.236
H -2.007 -1.590 0.307 0.212
H -0.174 -1.952 -1.538 0.240
H -0.909 -0.434 -1.912 0.258
H 1.475 -0.723 2.225 0.152
H -1.028 -1.053 2.269 0.381
```

maximum force = 4.6 eV/Å
gap between HOMO and LUMO = 8.8911 eV
energy above the lowest of the compared OMol25 structures with the same formula, charge and spin = 86.5 kcal per mole
electronic energy = -835.12461 Eh
lowest unoccupied orbital energy = 0.0174 Eh
multiplicity = 1

Record 2
ORCA calculation (ωB97M-V with the def2-TZVPD basis set) on 2 unconnected molecules or ions with the total composition C4H10O2S.

```
17
Properties=species:S:1:pos:R:3:lowdin_spin:R:1
O -2.896 0.962 0.572 0.205
C -2.358 0.117 -0.186 0.314
C -1.132 -0.707 0.179 0.100
C -0.219 -0.261 1.312 0.038
C 1.036 -1.144 1.288 0.031
S 2.517 -0.803 2.317 0.032
H -2.932 -0.353 -1.080 0.030
H -1.645 -1.669 0.478 0.034
H -0.447 -0.961 -0.643 0.019
H -0.702 -0.248 2.280 0.005
H 0.154 0.742 1.111 0.018
H 0.785 -2.189 1.542 0.007
H 1.474 -1.040 0.295 0.012
H 2.548 0.509 2.072 0.006
H 1.255 2.833 -4.517 0.015
H 1.619 1.906 -3.235 0.037
O 0.941 2.306 -3.785 0.099
```

maximum force = 1.4 eV/Å
gap between HOMO and LUMO (alpha / beta) = 2.3151 / 7.4361 eV
energy above the lowest of the compared OMol25 structures with the same formula, charge and spin = 13.3 kcal per mole
electronic energy = -707.00280 Eh
charge = -1
lowest unoccupied orbital energy (alpha / beta) = 0.1112 / 0.1091 Eh
multiplicity = 2

Record 3
ORCA calculation (ωB97M-V with the def2-TZVPD basis set) on a molecular structure, C4H11O2Sm.

```
18
Properties=species:S:1:pos:R:3:lowdin_spin:R:1
C -0.149 -2.520 2.202 -0.025
H 0.470 -1.736 2.680 -0.001
H -1.060 -2.581 2.826 -0.001
H 0.334 -3.510 2.283 -0.001
Sm -0.814 -1.759 -0.219 6.037
O 1.380 -0.774 -0.346 -0.007
H 2.029 -1.295 0.225 0.001
C -1.882 1.394 -1.293 0.001
O -0.782 0.743 -0.682 -0.005
C 0.479 1.323 -0.979 0.000
C 1.505 0.628 -0.121 0.000
H -2.789 0.859 -0.989 0.000
H -1.937 2.437 -0.950 0.000
H -1.787 1.371 -2.389 0.000
H 0.467 2.398 -0.746 0.000
H 0.704 1.201 -2.051 0.000
H 1.320 0.847 0.942 0.000
H 2.511 0.975 -0.395 0.000
```

maximum force = 2.2 eV/Å
gap between HOMO and LUMO (alpha / beta) = 6.9749 / 7.0181 eV
electronic energy = -967.14353 Eh
charge = +1
lowest unoccupied orbital energy (alpha / beta) = -0.1454 / -0.1434 Eh
multiplicity = 7

Record 4
ORCA calculation (ωB97M-V with the def2-TZVPD basis set) on a molecular structure, C51H44N11O2SSiTi.

```
111
Properties=species:S:1:pos:R:3:lowdin_spin:R:1
Ti 0.219 -0.508 0.500 0.006
C -0.110 0.714 -4.138 0.030
C 0.263 -0.153 -3.050 0.305
N -0.458 -0.670 -2.020 0.000
C -1.745 -0.531 -1.851 0.193
C -2.639 0.355 -2.673 0.019
N -1.240 1.011 -4.663 0.128
C -2.322 -1.255 -0.706 0.078
C -3.661 -1.456 -0.518 0.087
C -4.117 -2.348 0.500 0.161
C -3.134 -3.129 1.106 0.012
C -1.795 -2.887 0.877 0.132
N -1.383 -1.811 0.127 0.204
C -0.736 -3.785 1.310 0.017
C -0.937 -4.864 2.193 0.021
N 0.025 -5.699 2.524 0.004
C 1.225 -5.477 1.972 0.056
C 1.447 -4.408 1.126 0.002
N 0.480 -3.550 0.805 0.061
C -5.531 -2.484 0.809 0.024
C -6.076 -3.622 1.423 0.037
C -7.429 -3.676 1.693 0.000
N -8.296 -2.703 1.411 0.050
C -7.782 -1.621 0.828 -0.001
C -6.445 -1.462 0.513 0.038
H 0.764 1.194 -4.579 -0.002
H 1.292 -0.477 -3.075 0.006
H -3.678 0.060 -2.517 0.002
H -4.387 -1.013 -1.181 0.005
H -3.413 -3.942 1.762 -0.002
H -1.905 -5.035 2.649 0.000
H 2.024 -6.164 2.224 0.004
H 2.424 -4.222 0.698 -0.001
H -5.460 -4.476 1.671 0.002
H -7.845 -4.563 2.163 -0.001
H -8.481 -0.821 0.603 -0.001
H -6.112 -0.533 0.070 0.003
C -4.407 1.840 -4.579 0.000
C -4.314 2.751 -3.439 0.002
C -3.499 2.751 -2.375 0.000
C -2.497 1.737 -2.058 0.008
C -2.413 0.301 -4.187 0.013
C -3.618 0.820 -4.927 0.001
N -1.558 1.819 -1.209 0.013
C -1.227 2.840 -0.342 0.003
C -1.191 4.195 -0.660 0.001
C -0.784 5.118 0.289 0.001
C -0.431 4.695 1.563 0.000
C -0.437 3.343 1.875 0.001
C -0.789 2.402 0.916 0.002
N -0.733 1.009 1.228 0.017
N -1.547 0.749 2.326 0.007
C -1.170 -0.346 2.935 0.002
C -1.813 -0.801 4.137 0.001
C -1.219 -1.767 4.873 0.000
C 0.023 -2.325 4.443 0.003
C 0.525 -1.941 3.243 0.000
N -0.097 -1.036 2.439 0.007
H -5.221 2.077 -5.256 0.000
H -5.016 3.577 -3.493 0.000
H -3.581 3.562 -1.662 0.000
H -2.303 -0.760 -4.449 0.005
H -3.843 0.319 -5.862 0.000
H -1.438 4.512 -1.665 0.000
H -0.742 6.169 0.032 0.000
H -0.122 5.415 2.310 0.000
H -0.145 3.003 2.859 0.000
H -2.741 -0.325 4.425 0.000
H -1.674 -2.108 5.796 0.000
H 0.546 -3.062 5.035 0.000
H 1.446 -2.347 2.844 0.000
C 3.079 2.368 1.330 0.004
Si 2.854 0.696 2.134 0.000
C 1.835 0.939 3.689 0.000
C 4.585 0.260 2.752 0.000
N 2.151 -0.512 1.025 0.004
C 2.907 -1.476 0.349 0.000
C 4.020 -2.155 0.875 0.001
C 4.718 -3.090 0.123 0.000
C 4.311 -3.438 -1.157 0.000
C 3.168 -2.835 -1.671 0.000
C 2.502 -1.875 -0.932 0.000
H 3.532 3.035 2.071 0.000
H 2.148 2.815 0.984 0.002
H 3.749 2.310 0.472 0.000
H 2.277 1.788 4.222 0.000
H 1.871 0.074 4.353 0.000
H 0.788 1.170 3.499 0.000
H 4.915 1.145 3.308 0.000
H 5.307 0.089 1.953 0.000
H 4.614 -0.582 3.445 0.000
H 4.341 -1.964 1.884 0.000
H 5.585 -3.570 0.563 0.000
H 4.860 -4.173 -1.732 0.000
H 2.792 -3.106 -2.650 0.000
H 1.626 -1.424 -1.380 -0.001
O 7.426 4.093 -3.752 0.001
C 6.476 4.706 -2.995 0.003
O 6.634 5.858 -2.689 0.005
C 5.288 3.897 -2.632 0.015
C 4.169 4.566 -2.127 -0.001
C 3.028 3.874 -1.783 0.017
C 2.954 2.476 -1.912 0.021
S 1.503 1.628 -1.493 0.147
C 4.093 1.810 -2.393 0.014
C 5.230 2.507 -2.753 -0.002
H 7.112 3.219 -4.007 0.000
H 4.217 5.641 -2.014 0.000
H 2.162 4.401 -1.400 0.001
H 4.073 0.729 -2.461 0.001
H 6.086 1.928 -3.088 -0.001
```

maximum force = 0.8 eV/Å
gap between HOMO and LUMO (alpha / beta) = 5.0423 / 5.5788 eV
energy above the lowest of the compared OMol25 structures with the same formula, charge and spin = 87.2 kcal per mole
electronic energy = -4259.89961 Eh
charge = -1
lowest unoccupied orbital energy (alpha / beta) = 0.0631 / 0.0304 Eh
multiplicity = 3

Question: Number 4 is which compound?
Answer: C51H44N11O2SSiTi

Question: What is the multiplicity in the fourth record?
Answer: 3